Computed, not measured: a structure of composition C21H40GeNO5Ti, with ωB97M-V/def2-TZVPD.

As for the energy above the lowest of the compared OMol25 structures with the same formula, charge and spin: 9.1 kcal per mole. For the largest force on an atom, the calculation gives 0.6 eV/A. The calculation puts the electronic energy at -4181.54936 Eh. The value obtained for the orbital gap (alpha / beta) is 5.4 / 6.7 eV. As for the spin multiplicity: 2. The value obtained for the highest occupied orbital energy (alpha / beta) is -4.81 / -6.14 eV.

The geometry in XYZ format:
```
69
C21H40GeNO5Ti, DFT ωB97M-V/def2-TZVPD
Ti 0.665 -0.138 0.077
C -2.881 -1.768 2.298
C -1.391 -1.440 2.283
C -0.576 -2.725 2.279
C -1.018 -0.583 3.488
O -1.105 -0.722 1.061
Ge -1.906 1.015 0.741
O -0.062 1.599 1.073
C 0.331 2.969 1.275
C 0.521 3.188 2.773
C 1.637 3.213 0.532
C -0.746 3.915 0.750
O -1.316 0.802 -1.021
C -2.175 0.822 -2.164
C -3.033 2.086 -2.151
C -3.058 -0.423 -2.152
C -1.283 0.819 -3.398
H -3.123 -2.392 3.160
H -3.486 -0.860 2.357
H -3.154 -2.308 1.390
H -0.687 -3.236 3.236
H -0.919 -3.398 1.492
H 0.479 -2.506 2.108
H -1.234 -1.121 4.413
H 0.043 -0.336 3.465
H -1.591 0.348 3.499
H 1.375 2.625 3.149
H 0.695 4.246 2.980
H -0.371 2.871 3.315
H 2.384 2.471 0.821
H 1.490 3.146 -0.545
H 2.020 4.207 0.769
H -1.675 3.811 1.315
H -0.410 4.949 0.842
H -0.950 3.713 -0.303
H -3.688 2.108 -1.277
H -2.399 2.974 -2.131
H -3.661 2.130 -3.043
H -3.689 -0.431 -1.259
H -3.709 -0.450 -3.028
H -2.437 -1.320 -2.145
H -0.656 1.717 -3.412
H -0.656 -0.073 -3.416
H -1.883 0.830 -4.310
O 1.691 0.894 -1.652
C 2.368 -0.161 -2.384
C 1.458 -1.333 -2.525
C 1.382 -2.097 -3.658
C 0.536 -3.210 -3.707
C -0.228 -3.481 -2.555
C -0.140 -2.674 -1.459
N 0.696 -1.576 -1.394
H 0.882 1.125 -2.136
H 3.236 -0.394 -1.765
H 2.692 0.198 -3.362
H 1.993 -1.826 -4.512
H 0.474 -3.834 -4.586
H -0.902 -4.328 -2.525
H -0.736 -2.856 -0.577
C 4.269 -1.957 1.152
O 2.915 -1.883 0.750
C 2.167 -0.766 1.125
C 2.584 -0.170 2.449
H 4.843 -1.100 0.778
H 4.670 -2.868 0.714
H 4.384 -2.008 2.238
H 2.545 -0.918 3.253
H 1.906 0.639 2.716
H 3.600 0.240 2.437
```

Atom charges from the Mulliken analysis, given in e for atoms 1 to 2: Ti -0.453; C -1.805



Computed, not measured: a cluster of 3 separate species, C21H40I2O7S in total in a non-equilibrium geometry, with ωB97M-V/def2-TZVPD.

As for the energy above the lowest of the compared OMol25 structures with the same formula, charge and spin: 0.0 kcal per mole. For the largest force on an atom, the calculation gives 6.7 eV/A. The calculation puts the electronic energy at -2344.26592 Eh. As for the structure (SMILES): CC(=O)OC(CCCCS(=O)(=O)O)(C[C@H](C)I)C[C@H](C)I.C1CCOC1.C1CCOC1. The value obtained for the orbital gap is 9.5 eV. The value obtained for the highest occupied orbital energy is -9.32 eV.

The geometry in XYZ format:
```
71
C21H40I2O7S, DFT ωB97M-V/def2-TZVPD
C -3.260 -1.288 0.161
C -1.872 -1.135 -0.649
O -1.967 -1.245 -1.876
O -0.760 -0.785 0.105
C 0.340 -1.704 0.185
C 1.640 -0.886 -0.371
C 1.798 0.583 0.190
C 2.936 0.781 1.307
C 4.317 0.053 0.988
S 4.688 -1.295 2.239
O 4.273 -0.915 3.631
O 6.176 -1.554 2.283
O 3.956 -2.734 1.830
C 0.672 -1.942 1.750
C -0.372 -1.291 2.759
C -0.054 0.198 3.213
I -0.221 -2.504 4.613
C 0.337 -3.013 -0.698
C -0.382 -4.321 -0.160
C -1.650 -4.161 0.765
I 1.137 -5.712 0.666
H -3.845 -0.316 0.181
H -3.889 -2.029 -0.442
H -3.115 -1.756 1.180
H 2.544 -1.562 -0.273
H 1.442 -0.796 -1.500
H 0.865 1.079 0.589
H 2.139 1.238 -0.691
H 2.594 0.496 2.347
H 3.165 1.904 1.347
H 5.181 0.790 1.107
H 4.380 -0.436 -0.031
H 3.550 -3.165 2.613
H 0.706 -3.060 2.005
H 1.711 -1.557 2.040
H -1.458 -1.378 2.465
H -0.211 0.995 2.412
H -0.804 0.445 4.047
H 0.967 0.240 3.719
H 1.443 -3.299 -0.822
H -0.008 -2.849 -1.779
H -0.745 -4.890 -1.087
H -1.834 -5.173 1.272
H -2.568 -3.983 0.104
H -1.589 -3.400 1.594
C -1.436 -0.020 -6.041
C -2.605 -0.003 -5.079
C -2.137 0.989 -4.032
O -1.285 1.929 -4.704
C -0.983 1.427 -6.012
H -1.696 -0.365 -7.043
H -0.644 -0.668 -5.650
H -3.497 0.381 -5.586
H -2.846 -0.981 -4.660
H -1.546 0.496 -3.256
H -2.965 1.519 -3.556
H -1.537 2.031 -6.739
H 0.086 1.537 -6.210
C -0.305 5.432 1.366
C -1.529 5.094 2.190
C -1.638 3.595 1.993
O -0.303 3.103 1.804
C 0.575 4.219 1.598
H 0.175 6.368 1.655
H -0.577 5.500 0.308
H -1.339 5.320 3.244
H -2.428 5.630 1.883
H -2.215 3.353 1.095
H -2.096 3.092 2.848
H 1.184 4.338 2.501
H 1.238 4.014 0.755
```

Atom charges from the Mulliken analysis, given in e for atoms 1 to 2: C -1.124; C 0.507



Computed, not measured: a structure of composition C21H40MnN6O4S2Si4Te in a non-equilibrium geometry, with ωB97M-V/def2-TZVPD.

As for the energy above the lowest of the compared OMol25 structures with the same formula, charge and spin: 44.5 kcal per mole. For the largest force on an atom, the calculation gives 3.6 eV/A. The calculation puts the electronic energy at -4827.34933 Eh. The value obtained for the orbital gap (alpha / beta) is 5.7 / 5.9 eV. As for the spin multiplicity: 6. The value obtained for the highest occupied orbital energy (alpha / beta) is -1.82 / -1.98 eV. As for the total charge: -2.

The geometry in XYZ format:
```
79
C21H40MnN6O4S2Si4Te, DFT ωB97M-V/def2-TZVPD
Mn 0.131 0.280 0.489
C 7.306 1.528 4.608
C 6.299 0.824 3.734
C 4.942 0.887 4.029
C 4.001 0.261 3.224
C 4.416 -0.452 2.112
C 5.759 -0.519 1.797
C 6.697 0.117 2.612
S 3.196 -1.108 0.988
O 2.505 -2.148 1.718
O 3.953 -1.594 -0.155
N 2.256 0.112 0.705
C 3.019 1.187 0.026
C 2.078 2.283 -0.459
O 2.571 3.222 -1.095
O 0.844 2.133 -0.135
H 7.115 1.329 5.663
H 7.264 2.609 4.466
H 8.320 1.198 4.370
H 4.621 1.426 4.917
H 2.934 0.313 3.446
H 6.051 -1.074 0.911
H 7.754 0.051 2.370
H 3.582 0.813 -0.829
H 3.729 1.660 0.709
S -3.831 0.646 -1.989
C -2.589 0.671 -0.912
N -1.735 0.688 -0.122
C -3.435 -0.663 7.690
Si -3.177 -0.482 5.821
C -4.318 0.919 5.295
C -3.915 -2.044 5.064
Si -0.928 -0.186 5.228
Te -0.281 -0.173 2.854
Si 0.209 -1.955 6.274
C 0.405 -1.771 8.150
C -0.776 -3.549 6.025
C 1.916 -2.333 5.605
Si -0.297 1.867 6.171
C -0.008 1.955 8.044
C -1.541 3.243 5.832
C 1.305 2.473 5.396
H -4.490 -0.795 7.958
H -3.053 0.221 8.222
H -2.875 -1.532 8.068
H -5.377 0.673 5.435
H -4.156 1.150 4.233
H -4.104 1.835 5.861
H -5.010 -2.073 5.125
H -3.521 -2.940 5.559
H -3.627 -2.105 4.004
H -0.558 -1.530 8.624
H 1.098 -0.953 8.387
H 0.794 -2.688 8.612
H -1.708 -3.539 6.606
H -0.201 -4.441 6.309
H -1.042 -3.641 4.962
H 2.651 -1.572 5.898
H 1.879 -2.343 4.506
H 2.281 -3.312 5.939
H -0.947 1.768 8.589
H 0.370 2.940 8.342
H 0.714 1.196 8.372
H -2.455 3.113 6.426
H -1.830 3.230 4.771
H -1.121 4.230 6.057
H 2.141 1.795 5.624
H 1.576 3.481 5.732
H 1.193 2.492 4.302
N 0.226 -4.692 1.392
C -0.435 -4.835 0.261
N -0.847 -6.100 -0.040
N -0.775 -3.899 -0.548
C -0.301 -2.641 -0.475
N 0.025 -1.549 -0.525
H 0.828 -5.462 1.636
H 0.693 -3.775 1.532
H -1.190 -6.594 0.767
H -1.535 -6.070 -0.775
```

Atom charges from the Mulliken analysis, given in e for atoms 1 to 2: Mn -0.221; C -1.454